Entry 1:
# CH4O3S

A structure of composition CH4O3S at a distorted geometry (ωB97M-V with the def2-TZVPD basis set, OMol25).

Each line ends with the natural charge from an NBO analysis.
Atoms and positions in Å:
C (-1.09793, 0.36260, 0.19810)  -0.957
H (-1.24591, 1.00588, 1.17906)  0.286
H (-1.24626, 0.96940, -0.84078)  0.263
H (-1.71231, -0.62949, -0.08212)  0.301
H (2.53890, 0.28876, -0.50366)  0.547
O (1.43080, 0.77795, -0.14466)  -0.882
O (0.24832, -1.25888, -1.16653)  -0.931
O (0.67348, -1.10952, 1.33812)  -0.932
S (0.41090, -0.40670, 0.02248)  2.304

The value obtained for the energy above the lowest of the compared OMol25 structures with the same formula, charge and spin is 3.017 eV. The HOMO energy comes out at -10.76 eV. The calculation puts the largest force on an atom at 5.8 eV/A. The calculated total energy is -18076.8306 eV. The multiplicity is 1.

---

Entry 2:
# CH4O3S

A cluster of 2 separate species, CH4O3S in total at a distorted geometry (ωB97M-V with the def2-TZVPD basis set, OMol25).

Each line ends with the natural charge from an NBO analysis.
Atoms and positions in Å:
C (0.15786, 0.01978, -0.36375)  0.952
O (1.05920, -0.89431, -0.02290)  -0.671
O (0.67839, 1.24878, -0.72995)  -0.716
O (-0.74565, -0.37673, -1.27306)  -0.668
S (-1.03898, 0.44754, 1.82918)  -0.525
H (0.69844, -1.66804, 0.29544)  0.504
H (1.39918, 1.65610, -0.24967)  0.520
H (-1.12242, 0.35667, -1.71652)  0.507
H (-1.08602, -0.78980, 2.23124)  0.098

The value obtained for the energy above the lowest of the compared OMol25 structures with the same formula, charge and spin is 1.915 eV. The HOMO energy comes out at -8.41 eV. The calculation puts the largest force on an atom at 3.6 eV/A. The calculated total energy is -18077.9322 eV. The multiplicity is 1.

---

Entry 3:
# CH4O4

The molecule CH4O4 at a distorted geometry (ωB97M-V with the def2-TZVPD basis set, OMol25).

Each line ends with the natural charge from an NBO analysis.
Atoms and positions in Å:
O (0.40967, 2.02267, 0.26069)  -0.694
C (0.50086, 0.65447, 0.32448)  0.207
O (-0.52995, 0.09568, -0.49565)  -0.282
O (-0.98940, -1.12336, -0.01906)  -0.031
O (-0.19987, -2.16758, -0.49329)  -0.440
H (-0.48406, 2.29881, 0.50283)  0.477
H (1.48678, 0.37811, -0.06909)  0.159
H (0.37726, 0.25627, 1.34616)  0.144
H (-0.57127, -2.41507, -1.35707)  0.459

As for the SMILES: OCOOO. The value obtained for the energy above the lowest of the compared OMol25 structures with the same formula, charge and spin is 6.016 eV. The HOMO energy comes out at -10.84 eV. The calculation puts the largest force on an atom at 1.1 eV/A. The calculated total energy is -9286.2707 eV. The multiplicity is 1.

---

Entry 4:
# CH4O4

A cluster of 2 separate species, CH4O4 in total at a distorted geometry (ωB97M-V with the def2-TZVPD basis set, OMol25).

Each line ends with the natural charge from an NBO analysis.
Atoms and positions in Å:
C (0.01939, -0.17782, -0.47347)  1.050
O (0.41410, 0.55913, 1.52817)  -1.112
O (0.35038, -1.41109, -0.30587)  -0.616
O (-1.25639, 0.16430, -0.57716)  -0.672
O (0.90654, 0.64687, -0.99902)  -0.650
H (-0.51060, 0.49317, 1.72536)  0.411
H (-0.47962, -1.85632, -0.06628)  0.513
H (-1.18794, 1.20787, -0.34353)  0.544
H (1.74413, 0.37390, -0.48820)  0.532

The value obtained for the energy above the lowest of the compared OMol25 structures with the same formula, charge and spin is 2.868 eV. The HOMO energy comes out at -8.71 eV. The calculation puts the largest force on an atom at 3.8 eV/A. The calculated total energy is -9289.4187 eV. The multiplicity is 1.

---

Entry 5:
# CH4O4S

A cluster of 2 separate species, CH4O4S in total at a distorted geometry (ωB97M-V with the def2-TZVPD basis set, OMol25).

Each line ends with the natural charge from an NBO analysis.
Atoms and positions in Å:
C (-0.91580, -1.03743, 0.37117)  -0.097
O (-3.75598, 1.17292, -0.66469)  -0.812
O (0.35280, 1.96368, -0.13298)  -0.467
O (-1.89727, -0.49423, -0.32380)  -0.651
O (1.40088, 1.06374, -0.07566)  -0.440
S (-2.93847, 0.49047, 0.32861)  1.229
H (-1.12850, -1.30968, 1.35738)  0.149
H (1.07593, 0.39987, 0.56907)  0.450
H (-0.22791, -1.76938, -0.24259)  0.185
H (0.55533, 2.75137, 0.42787)  0.453

The value obtained for the energy above the lowest of the compared OMol25 structures with the same formula, charge and spin is 5.935 eV. The HOMO energy (alpha / beta) comes out at -8.61 / -8.76 eV. The calculation puts the largest force on an atom at 4.0 eV/A. The calculated total energy is -20120.3966 eV. The multiplicity is 1.

---

Entry 6:
# CH4O6

A cluster of 2 separate species, CH4O6 in total at a distorted geometry (ωB97M-V with the def2-TZVPD basis set, OMol25).

Each line ends with the natural charge from an NBO analysis.
Atoms and positions in Å:
O (-1.78463, -0.84903, 0.09480)  -0.563
C (-1.03735, 0.06628, 0.06077)  1.016
O (-0.92839, 1.14315, 0.76659)  -0.656
O (-0.13215, 0.18179, -1.23112)  -0.359
O (-0.50779, -0.77982, -2.20968)  -0.412
H (0.02002, 1.44460, 0.79403)  0.537
H (-1.20415, -1.29384, -1.74298)  0.476
O (1.18102, -0.60017, 0.60812)  -0.505
O (1.60892, 0.63134, 1.22596)  -0.511
H (1.00990, -0.29487, -0.50256)  0.496
H (1.77461, 0.35058, 2.13607)  0.482

As for the SMILES: O=C(O)OO.OO. The value obtained for the energy above the lowest of the compared OMol25 structures with the same formula, charge and spin is 0.736 eV. The HOMO energy comes out at -10.30 eV. The calculation puts the largest force on an atom at 3.4 eV/A. The calculated total energy is -13380.4590 eV. The multiplicity is 1.

---

Entry 7:
# CH4OS2

A cluster of 2 separate species, CH4OS2 in total at a distorted geometry (ωB97M-V with the def2-TZVPD basis set, OMol25).

Each line ends with the natural charge from an NBO analysis.
Atoms and positions in Å:
S (0.10151, -0.11215, -2.33947)  -0.594
S (0.39782, -2.06879, -3.43552)  -0.566
H (1.24130, 0.40475, -1.79423)  0.071
H (0.14217, -2.91469, -2.42701)  0.090
O (-1.10403, 2.26800, 5.44718)  -0.485
C (-0.23120, 2.35642, 6.28687)  0.254
H (0.20984, 3.34920, 6.51530)  0.115
H (0.13462, 1.41880, 6.75280)  0.116

The value obtained for the energy above the lowest of the compared OMol25 structures with the same formula, charge and spin is 0.000 eV. The HOMO energy (alpha / beta) comes out at -0.45 / -3.70 eV. The calculation puts the largest force on an atom at 2.6 eV/A. The total charge is -1. The calculated total energy is -24818.6077 eV. The multiplicity is 2.

---

Entry 8:
# CH4OS2

A cluster of 2 separate species, CH4OS2 in total at a distorted geometry (ωB97M-V with the def2-TZVPD basis set, OMol25).

Each line ends with the natural charge from an NBO analysis.
Atoms and positions in Å:
C (-0.73149, -0.66269, -0.58737)  0.195
O (-0.40429, -0.34595, -1.75793)  -0.460
S (0.09459, 1.34732, 1.39827)  -0.265
S (1.05199, -0.60247, -2.43130)  -0.127
H (-1.69362, -0.25289, -0.29495)  0.168
H (-0.09489, -1.03401, 0.19187)  0.177
H (0.34049, 0.45420, 2.31946)  0.138
H (1.43721, 1.09647, 1.16195)  0.174

The value obtained for the energy above the lowest of the compared OMol25 structures with the same formula, charge and spin is 3.022 eV. The HOMO energy (alpha / beta) comes out at -8.14 / -8.14 eV. The calculation puts the largest force on an atom at 2.3 eV/A. The calculated total energy is -24816.2532 eV. The multiplicity is 1.

---

Number 5 is which compound? CH4O4S

---

Which of these has the highest calculated total energy? number 3

---

Copy entry 7 word for word.
# CH4OS2

A cluster of 2 separate species, CH4OS2 in total at a distorted geometry (ωB97M-V with the def2-TZVPD basis set, OMol25).

Each line ends with the natural charge from an NBO analysis.
Atoms and positions in Å:
S (0.10151, -0.11215, -2.33947)  -0.594
S (0.39782, -2.06879, -3.43552)  -0.566
H (1.24130, 0.40475, -1.79423)  0.071
H (0.14217, -2.91469, -2.42701)  0.090
O (-1.10403, 2.26800, 5.44718)  -0.485
C (-0.23120, 2.35642, 6.28687)  0.254
H (0.20984, 3.34920, 6.51530)  0.115
H (0.13462, 1.41880, 6.75280)  0.116

The value obtained for the energy above the lowest of the compared OMol25 structures with the same formula, charge and spin is 0.000 eV. The HOMO energy (alpha / beta) comes out at -0.45 / -3.70 eV. The calculation puts the largest force on an atom at 2.6 eV/A. The total charge is -1. The calculated total energy is -24818.6077 eV. The multiplicity is 2.